Record 1
This record from OMol25 describes a structure of composition C28H39Br57ClIN4OP. The level of theory is ωB97M-V/def2-TZVPD.

Properties
DFT total energy = -4060000.06391 eV
gap between HOMO and LUMO = 7.59 eV
E_LUMO = -0.1252 hartree
HOMO = -10.997 eV

```
! RIJCOSX wB97M-V def2-TZVPD def2/J DEFGRID3
* xyz 1 1
C -4.36702 -0.59413 1.18640
C -4.79524 -0.76426 -0.28713
C -5.06602 0.57872 -1.00801
N -4.96437 0.42962 -2.46973
C -3.67624 0.59128 -3.12040
C -2.85404 1.86405 -2.82814
C -1.98060 1.89787 -1.54810
C -0.68664 2.68363 -1.88740
I 0.87555 2.58995 -0.41594
C -3.96694 0.54192 -4.66869
N -2.76404 -0.15062 -5.23380
C -2.39968 -1.03967 -4.18285
N -1.70997 -2.14551 -4.41761
P -1.44595 -2.71786 -6.13025
O -0.10647 -1.84920 -6.45871
Cl -0.52352 -4.44853 -5.57273
N -2.87184 -0.67178 -2.92774
H -4.42554 -1.57261 1.68804
H -5.01793 0.12323 1.71983
H -3.32327 -0.22637 1.25882
H -5.71339 -1.37634 -0.33556
H -3.99679 -1.34335 -0.79272
H -6.11378 0.87782 -0.80034
H -4.43575 1.39953 -0.60649
H -5.60621 1.07481 -2.92022
H -2.16735 2.02420 -3.68840
H -3.56960 2.70557 -2.81646
H -2.51865 2.46194 -0.76073
H -1.72580 0.89356 -1.17378
H -0.24104 2.36080 -2.84888
H -0.88669 3.76435 -1.95642
H -4.04854 1.53788 -5.14484
H -4.86257 -0.06966 -4.88041
H -1.98914 0.50671 -5.35039
H -1.39472 -2.71671 -3.63413
H -0.17459 -0.94309 -6.13346
H -3.55106 -1.39170 -2.64181
C 3.87050 2.25138 -3.40833
Br 2.35100 2.93376 -4.38429
Br 4.85208 0.95846 -4.44126
Br 5.04974 3.65677 -2.84581
H 3.48794 1.74995 -2.52767
C 0.02063 -3.80576 -10.60552
Br 0.32978 -5.56275 -11.30928
Br -0.50412 -2.55781 -11.96680
Br -1.30288 -3.85149 -9.19336
H 0.94618 -3.45559 -10.17051
C -5.33334 -5.09399 0.22030
Br -4.18625 -6.47851 0.88184
Br -5.89161 -3.89689 1.62384
Br -4.51133 -4.14238 -1.24861
H -6.22612 -5.56357 -0.16982
C -0.92883 0.66561 4.41696
Br -0.23377 -1.06517 3.94762
Br -0.99918 1.86154 2.90475
Br -2.62128 0.55516 5.32304
H -0.22443 1.09900 5.11627
C 4.66921 -0.25883 -8.52516
Br 2.95074 -0.50848 -7.69354
Br 5.37270 1.49846 -8.21236
Br 5.91175 -1.61970 -7.97371
H 4.51780 -0.36612 -9.58979
C -4.86012 -3.21431 -9.97395
Br -5.20976 -2.84683 -8.10977
Br -6.34611 -4.09170 -10.81285
Br -4.33731 -1.62495 -10.91874
H -4.02122 -3.89398 -10.00492
C -8.47614 -0.69759 1.58773
Br -9.02837 -1.09765 -0.21411
Br -8.45508 1.20173 1.91359
Br -9.55959 -1.61616 2.87949
H -7.46251 -1.05998 1.70098
C 7.72394 4.16235 0.47055
Br 8.16032 2.41173 -0.20280
Br 7.72215 5.45783 -0.94648
Br 6.05151 4.15685 1.41551
H 8.49541 4.44855 1.17298
C -0.83553 0.99274 8.76522
Br -1.13146 1.29851 10.63699
Br 0.79176 1.82442 8.15197
Br -0.86596 -0.88051 8.34241
H -1.65057 1.45709 8.22535
C 4.41282 -2.04470 -1.74621
Br 3.03290 -2.38518 -3.04870
Br 3.92477 -0.65439 -0.50862
Br 4.92301 -3.65357 -0.82853
H 5.27566 -1.69296 -2.29626
C 12.30257 4.11511 -0.25166
Br 13.49230 2.66819 0.19042
Br 12.10703 5.32134 1.23940
Br 12.87305 5.03311 -1.83964
H 11.33100 3.68472 -0.45787
C -5.19550 2.00363 12.39504
Br -5.37100 1.30773 10.60794
Br -4.31715 0.74572 13.55423
Br -4.31515 3.71356 12.41057
H -6.19588 2.15510 12.77566
C 2.71054 0.11307 11.41341
Br 2.40238 0.41833 13.28462
Br 4.34106 0.94323 10.81671
Br 2.67908 -1.76350 10.98291
H 1.89715 0.58025 10.87316
C -2.02066 5.04240 3.59337
Br -3.76703 4.28644 3.29567
Br -1.90161 6.84393 2.93152
Br -1.50201 4.92449 5.43903
H -1.31493 4.44738 3.03092
C 0.94242 -2.37243 16.35066
Br -0.47905 -1.07801 16.44330
Br 1.01706 -3.21462 14.62309
Br 2.63351 -1.59596 16.83965
H 0.72401 -3.14447 17.07501
C -8.71633 -2.89322 -4.34726
Br -6.97482 -2.43787 -3.65046
Br -9.13599 -4.73434 -3.99524
Br -10.09025 -1.72318 -3.68475
H -8.67474 -2.77067 -5.42102
C 12.11996 1.34663 -3.43186
Br 12.40239 -0.37945 -4.22872
Br 12.17758 2.76057 -4.72852
Br 10.46751 1.40845 -2.43761
H 12.92539 1.51752 -2.72867
C 6.75373 -7.00025 -1.47737
Br 6.24135 -6.80933 0.36984
Br 8.46221 -6.18855 -1.81954
Br 6.71087 -8.83921 -2.03472
H 6.02107 -6.46611 -2.06713
C 2.85677 5.25472 3.23342
Br 2.34887 3.41642 3.51403
Br 2.58136 5.76332 1.39945
Br 1.95564 6.42456 4.45728
H 3.91825 5.32479 3.43129
*
```

=====

Record 2
This record from OMol25 describes a cluster of 2 separate species, C28H39ClN4O4S in total. The level of theory is ωB97M-V/def2-TZVPD.

Properties
DFT total energy = -67158.62940 eV
gap between HOMO and LUMO = 3.98 eV
E_LUMO = -0.2858 hartree
HOMO = -11.761 eV

```
! RIJCOSX wB97M-V def2-TZVPD def2/J DEFGRID3
* xyz 2 1
N -1.89960 1.03600 2.87524
C -3.23590 1.50717 3.34383
C -4.32696 1.46328 2.20391
O -4.60707 2.72256 1.59264
C -3.76358 2.92333 0.42322
C -4.37621 2.09807 -0.77493
C -5.95093 1.99466 -0.72936
C -6.43172 1.27157 -2.05697
C -7.34191 2.15182 -3.00062
S -6.81433 3.89274 -3.15448
O -7.30752 4.35318 -4.45108
O -5.36319 4.05517 -3.13842
Cl -7.75640 5.06107 -1.73098
C -3.89626 4.43822 0.05347
C -2.81053 4.97812 -0.96391
C -1.56556 4.05714 -1.14680
O -0.78410 3.99520 -0.22146
N -1.29241 3.31527 -2.39791
C -0.94464 1.93443 -2.11762
C 0.30073 1.50656 -1.48598
C 0.55613 0.10560 -1.20696
C -0.42281 -0.90930 -1.55668
C -1.65634 -0.53301 -2.22457
C -1.88296 0.87545 -2.48655
H -1.41820 1.78994 2.38554
H -1.99058 0.20411 2.29555
H -3.55738 0.74547 4.11382
H -3.18228 2.47974 3.89030
H -4.03692 0.65980 1.47729
H -5.28536 1.11487 2.68691
H -2.74082 2.59894 0.73280
H -4.00832 2.43972 -1.77438
H -4.00471 1.03787 -0.64417
H -6.45775 2.97014 -0.53400
H -6.25132 1.32102 0.11986
H -6.99279 0.33336 -1.78887
H -5.52686 0.92577 -2.62747
H -7.29034 1.70671 -4.03146
H -8.39996 2.04136 -2.65615
H -4.89318 4.54609 -0.46119
H -3.96840 5.09882 0.95707
H -3.23330 5.20687 -1.98093
H -2.45891 5.97177 -0.57002
H -0.45674 3.75234 -2.80906
H 1.03065 2.30458 -1.23468
H 1.51261 -0.20805 -0.71908
H -0.22592 -1.98339 -1.32790
H -2.45185 -1.25246 -2.51841
H -2.82345 1.20662 -2.98660
C 2.72275 -0.47263 2.71212
N 3.75787 -1.45873 2.32065
C 3.46295 -2.76944 2.36728
C 4.38859 -3.71461 1.97135
C 5.64248 -3.31712 1.51048
C 5.91998 -1.95181 1.49811
C 4.96556 -1.04156 1.90818
C 6.64320 -4.29433 1.02382
C 7.14600 -4.20930 -0.27297
C 8.11462 -5.09339 -0.70570
N 8.58829 -6.04388 0.11697
C 8.10825 -6.17038 1.36706
C 7.13637 -5.31142 1.83952
C 9.66234 -6.95699 -0.33925
H 2.40735 -0.69857 3.72945
H 1.89238 -0.57120 2.01297
H 3.13274 0.53275 2.66350
H 2.47440 -3.04399 2.71400
H 4.11064 -4.76184 2.00479
H 6.88477 -1.58213 1.17040
H 5.15606 0.02375 1.90231
H 6.78632 -3.45364 -0.96189
H 8.52370 -5.04349 -1.70657
H 8.52537 -6.95956 1.98003
H 6.78718 -5.43031 2.85867
H 9.30586 -7.98031 -0.23540
H 10.53590 -6.78107 0.28720
H 9.90421 -6.75114 -1.37889
*
```

=====

Record 3
This record from OMol25 describes a structure of composition C28H39F5N6O2SiTeW. The level of theory is ωB97M-V/def2-TZVPD.

Properties
DFT total energy = -73281.27481 eV
gap between HOMO and LUMO (spin up / spin down) = 7.32 / 6.09 eV
E_LUMO (spin up / spin down) = -0.2308 / -0.3027 hartree
HOMO (spin up / spin down) = -13.599 / -14.324 eV

```
! RIJCOSX wB97M-V def2-TZVPD def2/J DEFGRID3
* xyz 2 3
W -1.01240 -0.08164 0.70971
C -3.79912 -2.52433 3.45855
C -3.53695 -3.81624 3.04386
C -2.39216 -4.07120 2.29888
C -1.56234 -3.00940 1.99934
N -1.82123 -1.75311 2.39204
C -2.92006 -1.51236 3.09826
C -0.31506 -3.11239 1.22816
C 0.32754 -4.30769 0.92838
C 1.53141 -4.27201 0.25775
C 2.11567 -3.04306 -0.03595
C 1.43903 -1.89431 0.31449
N 0.21701 -1.93441 0.88034
C 1.99301 -0.53252 0.17499
C 3.32194 -0.27916 -0.10708
C 3.76471 1.03778 -0.14872
C 2.86583 2.05910 0.08654
C 1.54515 1.74077 0.37048
N 1.12895 0.47317 0.42496
H -4.67922 -2.28670 4.03818
H -4.21614 -4.62128 3.28891
H -2.18345 -5.06856 1.94032
H -3.10489 -0.48294 3.37055
H -0.11106 -5.24626 1.23236
H 2.03190 -5.19045 -0.01750
H 3.07641 -2.99678 -0.52592
H 4.01640 -1.09230 -0.25754
H 4.80654 1.25103 -0.34851
H 3.17042 3.09653 0.07997
H 0.78391 2.48522 0.60417
N 0.46865 0.04863 2.93985
C 0.04136 0.64242 4.23863
C -0.40787 2.09875 4.25583
C 0.57587 3.14493 3.69741
C -0.08539 4.15940 2.76791
N -0.73050 3.53397 1.60209
H 0.61745 -0.94105 3.11145
H 1.37992 0.43291 2.71282
H 0.87045 0.53699 4.94541
H -0.77466 0.02062 4.60842
H -0.56748 2.30630 5.31585
H -1.38077 2.20076 3.77984
H 1.43072 2.67367 3.19813
H 0.99571 3.71575 4.52747
H 0.66769 4.85480 2.39305
H -0.78960 4.75403 3.35923
H -0.88527 4.25104 0.89985
H -1.66369 3.20282 1.82451
N 0.17521 2.14629 -2.34772
C 1.23701 2.40407 -3.09124
C 2.24408 1.40789 -3.26960
C 3.29826 1.66222 -4.10074
C 3.40484 2.90597 -4.74366
C 2.45158 3.91678 -4.52863
C 1.38126 3.68340 -3.71465
H -0.06058 1.22151 -1.94775
H -0.56438 2.83440 -2.28274
H 2.12883 0.46339 -2.75545
H 4.05151 0.90565 -4.27292
H 4.23362 3.09177 -5.41342
H 2.56676 4.87414 -5.01720
H 0.62712 4.44148 -3.54375
C -1.90272 -0.58541 -3.78954
Si -0.77750 -1.40732 -2.53723
C -1.16457 -3.17616 -2.08759
C 0.77707 -1.61818 -3.58840
O -0.32317 -0.48017 -1.22589
H -2.06503 -1.35582 -4.54875
H -1.33435 0.22618 -4.25247
H -2.88701 -0.19041 -3.55172
H -1.60453 -3.66562 -2.95958
H -1.85346 -3.33101 -1.26133
H -0.21567 -3.67036 -1.86600
H 0.59573 -2.41860 -4.31009
H 1.64344 -1.91991 -2.99090
H 1.05671 -0.73625 -4.16674
F -4.13272 0.66257 0.58482
Te -3.90110 -0.45772 -0.97354
F -1.71177 1.34879 -0.38712
F -3.93732 -2.09839 -1.97456
F -5.33240 -1.29937 -0.13258
F -1.92410 0.78943 2.06954
O -2.42504 -1.22646 0.02142
*
```